[1]
The molecule C2H4N2O3 at a distorted geometry, computed with ωB97M-V/def2-TZVPD.

```
11
Properties=species:S:1:pos:R:3
N 0.1686 1.8278 -0.4239
C 0.0316 0.4960 -0.2755
O -1.0235 0.0709 0.4348
C -0.7899 -1.3227 0.8821
O -1.1013 -2.2425 0.1908
N 0.8592 -0.3251 -1.0361
O 1.2757 -0.5835 0.3340
H 0.8972 2.1249 -1.0560
H -0.0733 2.4217 0.3549
H -0.6368 -1.2948 1.9616
H 0.3924 -1.1727 -1.3667
```

Results
- HOMO-LUMO gap: 10.0 eV
- Largest force on an atom: 0.02706 hartree/bohr
- Molar mass: 104.065 g/mol
- HOMO: -9.24 eV
- Charge: 0
- Calculated total energy: -11258.2959 eV
- Structure (SMILES): N[C@@]1(OC=O)NO1


[2]
The molecule C2H4N2OS at a distorted geometry, computed with ωB97M-V/def2-TZVPD.

```
10
Properties=species:S:1:pos:R:3
O 1.7747 -1.2420 -0.5034
C 1.8837 -0.1150 0.1609
N 1.0035 0.9301 0.3215
C -0.3014 1.4399 -0.1845
N -1.3442 0.8041 -0.4058
S -1.5524 -0.8162 0.1923
H 2.7680 0.2771 0.7330
H 1.4205 1.5410 1.0657
H -0.4131 2.3187 -0.7284
H -0.2433 -1.2293 0.6114
```

Results
- HOMO-LUMO gap: 9.7 eV
- Largest force on an atom: 0.13240 hartree/bohr
- Molar mass: 104.134 g/mol
- HOMO: -9.27 eV
- Charge: 0
- Calculated total energy: -17999.4788 eV
- Structure (SMILES): O=CN/C=N\S


[3]
A structure of composition C2H4N2OS at a distorted geometry, computed with ωB97M-V/def2-TZVPD.

```
10
Properties=species:S:1:pos:R:3
C -1.0845 0.7794 0.1052
C 2.5674 -0.4321 0.0916
H -3.4973 -1.0782 -0.4408
H -1.5294 1.7339 -0.0413
H 3.0190 -1.3417 0.0463
H 3.1221 0.4956 0.5585
N -1.5538 -0.3522 -0.0430
N 1.3136 -0.5678 -0.1961
O -2.9816 -0.1758 0.0550
S 0.6245 0.9389 -0.1353
```

Results
- HOMO-LUMO gap: 9.0 eV
- Largest force on an atom: 0.10315 hartree/bohr
- Molar mass: 104.134 g/mol
- HOMO: -8.48 eV
- Charge: 0
- Calculated total energy: -17997.2272 eV


[4]
The molecule C2H4N2OS at a distorted geometry, computed with ωB97M-V/def2-TZVPD.

```
10
Properties=species:S:1:pos:R:3
N 2.0621 0.6529 0.4892
N 0.8008 0.2470 0.0273
C 0.6235 0.1176 -1.3682
O -0.3823 -0.2173 -1.9252
C -0.1295 0.0059 1.0048
S -1.6810 -0.4654 0.8464
H 2.2921 1.5634 0.1123
H 2.8054 -0.0120 0.2138
H 1.5556 0.3889 -1.8697
H 0.2976 0.2044 1.9684
```

Results
- HOMO-LUMO gap: 8.4 eV
- Largest force on an atom: 0.02141 hartree/bohr
- Molar mass: 104.134 g/mol
- HOMO: -8.46 eV
- Charge: 0
- Calculated total energy: -18000.3214 eV
- Structure (SMILES): NN(C=O)C=S


[5]
A cluster of 2 separate species, C2H4N2OS in total at a distorted geometry, computed with ωB97M-V/def2-TZVPD.

```
10
Properties=species:S:1:pos:R:3
O 1.3042 1.7214 -0.8586
N 1.3106 1.3616 0.5348
C 1.1798 0.0887 0.8904
S 1.0248 -1.2040 -0.1076
H 1.1099 0.8105 -1.4099
H 1.3509 2.1495 1.1253
H 1.4098 0.0439 2.0249
C -2.8586 -1.7645 -0.7192
N -2.4772 -0.9971 0.0503
H -3.3541 -2.2101 -1.5304
```

Results
- HOMO-LUMO gap: 9.8 eV
- Largest force on an atom: 0.07119 hartree/bohr
- Molar mass: 104.134 g/mol
- HOMO: -8.81 eV
- Charge: 0
- Calculated total energy: -17998.5784 eV
- Structure (SMILES): ONC=S.C#N


[6]
The molecule C2H4N2OS at a distorted geometry, computed with ωB97M-V/def2-TZVPD.

```
10
Properties=species:S:1:pos:R:3
C 0.5725 -0.2255 -0.1812
C -1.7639 -0.1652 0.0382
N 1.1648 1.1538 0.1925
N 1.6499 2.2092 0.1816
O -0.4648 -0.8128 0.3926
S 2.0466 -1.2561 0.2348
H -2.2916 -0.9484 -0.6648
H -1.4346 0.7356 -0.4540
H -2.3982 0.0711 0.8838
H 2.9192 -0.7619 -0.6235
```

Results
- HOMO-LUMO gap: 8.1 eV
- Largest force on an atom: 0.10675 hartree/bohr
- Molar mass: 104.134 g/mol
- HOMO: -7.76 eV
- Charge: 0
- Calculated total energy: -17997.4215 eV


[7]
The molecule C2H4N2OS at a distorted geometry, computed with ωB97M-V/def2-TZVPD.

```
10
Properties=species:S:1:pos:R:3
N -1.3286 0.5862 -1.0686
C -0.6836 -0.3345 -0.3066
O -0.9674 -1.4837 -0.2090
C 0.6236 0.2516 0.3100
N 1.3149 -0.6802 0.9861
S 1.1319 1.8479 0.2773
H -0.9462 1.5190 -1.1560
H -2.3038 0.3389 -1.2149
H 2.1519 -0.3552 1.4755
H 1.0073 -1.6901 0.9063
```

Results
- HOMO-LUMO gap: 8.7 eV
- Largest force on an atom: 0.06858 hartree/bohr
- Molar mass: 104.134 g/mol
- HOMO: -8.85 eV
- Charge: 0
- Calculated total energy: -18002.3734 eV
- Structure (SMILES): NC(=O)C(N)=S


[8]
The molecule C2H4N2S2 at a distorted geometry, computed with ωB97M-V/def2-TZVPD.

```
10
Properties=species:S:1:pos:R:3
N 1.3495 -0.7679 1.2377
N 0.5777 -0.5323 0.1765
C -0.2421 0.4600 0.2256
C -1.0820 0.8146 -0.9213
S -2.1489 2.0408 -0.8156
S -0.9130 -0.0961 -2.4114
H 1.7139 -1.6739 1.2179
H 1.0449 -0.4148 2.1515
H -0.3710 1.0784 1.1021
H 0.0709 -0.9088 -1.9630
```

Results
- HOMO-LUMO gap: 8.1 eV
- Largest force on an atom: 0.02861 hartree/bohr
- Molar mass: 120.202 g/mol
- HOMO: -8.77 eV
- Charge: 0
- Calculated total energy: -26788.0770 eV
- Structure (SMILES): N/N=C/C(=S)S